(1)
C5H9NO | ωB97M-V/def2-TZVPD

As for the gap between HOMO and LUMO: 10.340 eV. For the highest occupied orbital energy, the calculation gives -9.3604 eV. Its total charge is 0. The energy above the lowest of the compared OMol25 structures with the same formula, charge and spin is 96.9 kcal/mol. Its total energy is -325.783210 Eh.

CARTESIAN COORDINATES (ANGSTROEM)
C: 1.877712 0.859461 -0.356846
C: 0.845568 -1.420094 -0.279230
C: 0.737340 -0.104457 -0.483902
C: -0.561245 0.515584 -0.779959
C: -1.692666 0.438207 0.169417
O: -1.732665 -0.341587 -0.921393
N: -2.421250 1.054616 0.962016
H: -3.390912 0.742634 0.988581
H: -0.558498 1.355791 -1.468715
H: -1.025622 -1.036006 1.929213
H: 2.023932 1.400825 -1.291788
H: 2.797511 0.338878 -0.103271
H: 1.669406 1.587373 0.428293
H: 1.777257 -1.867704 0.026147
H: 0.024105 -2.089381 -0.480587
H: -0.369973 -1.434139 1.662023

Forces on atoms 1 to 2 (eV/Å):
-0.11 -0.07 0.20
0.15 0.51 -0.60

---

(2)
C17H25GeN7OReSSe | ωB97M-V/def2-TZVPD

As for the gap between HOMO and LUMO (alpha / beta): 6.855 / 6.483 eV. For the highest occupied orbital energy (alpha / beta), the calculation gives -14.6420 / -15.0383 eV. Its total charge is +2. The energy above the lowest of the compared OMol25 structures with the same formula, charge and spin is 50.3 kcal/mol. Its total energy is -6075.549148 Eh. Its multiplicity is 2.

CARTESIAN COORDINATES (ANGSTROEM)
Re: 0.363417 -1.250705 -0.861997
C: 0.887597 -0.703149 3.466421
C: 1.015450 -0.799989 1.989511
N: 0.053582 -1.210098 1.190296
N: -1.124254 -1.593345 1.757374
C: -1.782188 -2.409423 0.982229
N: -2.960983 -2.902853 1.334978
S: -1.081052 -2.941502 -0.578280
C: 2.253391 -0.657466 1.261637
C: 3.577988 -0.744168 1.846366
C: 4.594870 -1.215351 1.115417
C: 4.468879 -1.571910 -0.327288
C: 3.921475 -0.244972 -1.725903
N: 2.080395 -0.722545 -0.033145
H: -0.131879 -0.453364 3.747429
H: 1.571386 0.046766 3.859512
H: 1.130042 -1.663906 3.928780
H: -3.339497 -2.684846 2.245084
H: -3.424638 -3.602768 0.779726
H: 3.698177 -0.521375 2.896904
H: 5.566512 -1.363186 1.571239
H: 4.871358 -2.563521 -0.538858
H: 3.694699 0.500454 -2.482312
N: 1.598741 -2.572316 -4.049637
C: 1.608980 -1.876361 -2.943352
O: 0.940379 -0.772889 -2.810227
C: 2.201226 -2.288511 -1.674312
C: 3.083913 -1.239872 -0.958908
N: 5.060088 -0.521823 -1.220660
C: 2.542645 -3.669369 -1.497287
N: 2.809161 -4.778941 -1.357305
H: 1.057860 -2.262271 -4.845365
H: 2.133945 -3.426654 -4.128309
C: -3.151255 3.898833 -1.150491
Ge: -2.736966 3.113093 0.580971
C: -1.219573 3.988387 1.424767
C: -4.288632 2.960884 1.736422
C: -2.129810 1.206053 0.309525
Se: -0.714634 1.072979 -1.017886
C: -1.807150 0.889496 -2.615113
H: -3.524350 4.910982 -0.991886
H: -3.927947 3.340917 -1.673973
H: -2.266263 3.978610 -1.783780
H: -1.454706 5.035716 1.613345
H: -0.336132 3.957867 0.785553
H: -0.982822 3.521693 2.381488
H: -4.659219 3.956393 1.980420
H: -4.034833 2.457107 2.668820
H: -5.091228 2.412325 1.244345
H: -2.926804 0.528100 0.002913
H: -1.712044 0.846966 1.249467
H: -2.341887 1.825898 -2.745533
H: -2.499480 0.061573 -2.487848
H: -1.135947 0.718363 -3.451280

Forces on atoms 1 to 2 (eV/Å):
0.01 0.12 -0.02
0.01 0.00 0.00

---

(3)
C2H8N5O5 | ωB97M-V/def2-TZVPD

As for the gap between HOMO and LUMO (alpha / beta): 6.666 / 5.762 eV. For the highest occupied orbital energy (alpha / beta), the calculation gives -10.9412 / -10.2098 eV. Its total charge is +1. Its total energy is -730.371055 Eh.

CARTESIAN COORDINATES (ANGSTROEM)
C: -1.191275 0.258845 -0.064079
C: 1.150061 1.113947 0.001976
N: 1.588749 2.330307 -0.331339
N: 1.940050 0.105049 0.370833
N: 1.818241 -1.204775 0.563672
N: -0.997445 -0.979100 -0.375371
N: -2.398134 0.832298 0.263961
O: -0.203719 1.138701 0.240294
O: 3.112846 -1.771444 0.388661
O: -0.145863 -1.193014 -1.479680
O: -1.805407 -2.058867 -0.176307
O: -3.579444 0.024013 0.473562
H: 0.909788 3.051769 -0.197949
H: 2.537239 2.479913 -0.163895
H: 2.875435 0.296337 0.298696
H: -2.259621 1.444551 0.981045
H: 3.220190 -2.546796 0.841833
H: 0.466143 -1.938803 -1.218152
H: -2.676048 -1.734747 -0.334732
H: -4.361784 0.351816 -0.083029

Forces on atoms 1 to 2 (eV/Å):
-0.41 0.98 1.56
-0.80 -2.80 0.89

---

(4)
C32H32CuN2OP2 | ωB97M-V/def2-TZVPD

As for the gap between HOMO and LUMO (alpha / beta): 8.590 / 6.693 eV. For the highest occupied orbital energy (alpha / beta), the calculation gives -13.9688 / -14.4344 eV. Its total charge is +2. Its total energy is -3746.087183 Eh. Its multiplicity is 2.

CARTESIAN COORDINATES (ANGSTROEM)
Cu: 0.721371 0.750088 0.988748
N: 0.097260 0.501112 -1.768990
P: -1.038565 0.798420 -0.549718
C: -2.164794 -0.617671 -0.492990
C: -2.837635 -0.992680 -1.655338
C: -3.600660 -2.147877 -1.658651
C: -3.707955 -2.918075 -0.505530
C: -3.061781 -2.529054 0.657919
C: -2.285433 -1.378685 0.665140
C: -2.078033 2.149581 -1.122414
C: -3.080161 2.559898 -0.237870
C: -3.988563 3.526709 -0.628301
C: -3.900392 4.079970 -1.899946
C: -2.902410 3.674176 -2.773935
C: -1.973812 2.718997 -2.386558
P: 1.648409 0.149800 -1.162850
C: 2.635849 0.515351 -2.636615
C: 2.782059 1.854404 -3.003165
C: 3.388292 2.166807 -4.206944
C: 3.856507 1.148238 -5.028621
C: 3.722085 -0.180517 -4.652365
C: 3.120530 -0.508239 -3.446324
C: 1.798985 -1.635481 -0.873956
C: 0.794627 -2.541336 -1.200977
C: 0.948437 -3.881857 -0.875731
C: 2.088310 -4.318369 -0.216898
C: 3.097948 -3.417386 0.103866
C: 2.952618 -2.079457 -0.218988
H: -0.163281 0.265860 -2.720476
H: -2.777959 -0.383380 -2.550893
H: -4.114176 -2.443680 -2.563780
H: -4.309251 -3.817354 -0.513936
H: -3.154072 -3.120650 1.559186
H: -1.779638 -1.067105 1.571248
H: -3.158645 2.098912 0.741375
H: -4.767524 3.844078 0.051841
H: -4.613968 4.830837 -2.211115
H: -2.840094 4.101121 -3.765901
H: -1.182329 2.430364 -3.066789
H: 2.419976 2.636715 -2.346070
H: 3.497539 3.200160 -4.506893
H: 4.337132 1.396349 -5.965452
H: 4.084719 -0.966210 -5.301230
H: 3.025216 -1.543992 -3.147680
H: -0.096022 -2.209928 -1.716388
H: 0.173476 -4.588334 -1.143437
H: 2.201509 -5.362376 0.042216
H: 3.995570 -3.765945 0.597565
H: 3.755196 -1.375870 -0.009128
O: 2.524311 0.596715 2.003377
C: 2.532321 0.468573 3.446532
C: 1.973815 -0.869244 3.911179
C: 0.572458 -1.159383 3.337504
C: -0.343374 0.000669 3.606254
C: -1.028253 0.118326 4.808690
C: -1.766747 1.261771 5.063272
C: -1.810628 2.266529 4.104986
C: -1.123010 2.080688 2.925084
N: -0.406655 0.973200 2.681811
H: 3.170192 -0.016947 1.633013
H: 1.938965 1.300208 3.820402
H: 3.551548 0.605650 3.806501
H: 1.933643 -0.853240 5.001284
H: 2.651824 -1.672999 3.613861
H: 0.174796 -2.067061 3.788841
H: 0.648786 -1.337126 2.258123
H: -0.969322 -0.687266 5.528286
H: -2.295026 1.373855 6.000786
H: -2.365117 3.179092 4.270165
H: -1.130995 2.831549 2.143787

Forces on atoms 1 to 2 (eV/Å):
0.11 0.23 0.19
-0.11 -0.15 0.09